Entry 1:
81
Properties=species:S:1:pos:R:3:forces:R:3 method="wB97M-V/def2-TZVPD" charge=+3 orbital_gap_ev="5.793 / 5.793"
Pd -0.2840 0.7352 0.5695 -0.1801 0.5420 0.1365
C -0.6279 -3.9988 0.8000 0.0086 0.0787 0.0282
C 0.5344 -4.1935 -0.1661 0.0554 -0.2501 0.2353
C 0.3989 -5.5659 -0.8296 0.0034 -0.0224 0.0487
C 1.8695 -4.0551 0.5660 -0.0610 0.0047 0.0141
N 0.5529 -3.1635 -1.2735 0.2296 -0.0437 -0.1886
C 1.3230 -3.3635 -2.3806 0.0605 -0.0505 -0.0991
C 1.1579 -2.2919 -3.2036 0.0610 -0.0973 0.0003
N 0.2744 -1.4451 -2.6122 0.1318 -0.0640 -0.0182
B -0.0666 -0.0983 -3.2900 -0.1727 0.0779 -0.2638
N -1.5466 0.2791 -3.0478 0.8185 -0.9036 -0.9943
C -2.5355 -0.3340 -3.8169 1.6880 -0.1264 0.0092
C -3.6907 0.1813 -3.4466 -1.0741 0.9198 0.8076
N -3.4323 1.1021 -2.4333 -1.2299 -0.0525 -0.0665
C -2.1244 1.1249 -2.2185 0.1461 0.3859 0.6992
S -1.2364 2.0693 -1.0308 0.2417 -0.5366 0.1225
C -4.5694 1.9066 -1.8477 -0.1308 -0.0185 -0.0996
C -5.5988 0.8978 -1.3441 -0.1125 0.1454 0.1163
C -4.1264 2.8002 -0.7022 -0.0454 0.0423 0.0008
C -5.1193 2.7575 -2.9890 -0.1357 0.1223 0.1356
N 0.9537 1.0461 -2.9590 0.0623 0.0153 -0.1448
C 1.1235 2.0468 -3.8666 -0.1006 -0.1192 -0.0239
C 1.9888 2.9515 -3.3386 0.0884 0.0983 0.0019
N 2.3512 2.5157 -2.0971 -0.2170 -0.0383 -0.2929
C 1.6960 1.3561 -1.8768 -0.0887 -0.4958 0.3392
S 1.6955 0.3799 -0.4378 0.0951 0.3201 -0.1268
C 3.3425 3.3165 -1.2832 0.2208 0.1962 0.1821
C 2.6086 4.5795 -0.8354 0.0448 -0.0216 0.0262
C 3.8727 2.5521 -0.0780 -0.0502 -0.0500 -0.0111
C 4.5176 3.6450 -2.2062 0.0260 0.0407 0.0223
C -0.0703 -1.9801 -1.4272 -0.6033 0.5709 0.7667
S -1.1131 -1.2165 -0.2404 0.1023 -0.2693 -0.7490
H -0.6553 -4.8661 1.4563 0.0114 -0.0700 -0.0112
H -1.5915 -3.9612 0.2827 0.0335 0.0147 0.0265
H -0.5058 -3.1192 1.4297 -0.0164 -0.1100 -0.0237
H 0.3013 -6.3154 -0.0474 -0.0015 -0.0111 0.0320
H 1.2705 -5.8447 -1.4182 -0.0062 -0.0038 -0.0083
H -0.4922 -5.6188 -1.4554 -0.0030 0.0039 -0.0152
H 1.9149 -4.7923 1.3651 -0.0021 -0.0341 0.0299
H 1.9675 -3.0626 1.0110 0.0048 0.0036 -0.0037
H 2.7150 -4.2333 -0.0979 0.0081 0.0088 -0.0133
H 1.9114 -4.2497 -2.5296 -0.0221 -0.0114 0.0073
H 1.5858 -2.0896 -4.1694 0.0112 0.0049 -0.0375
H 0.0102 -0.2684 -4.4677 0.2037 -0.0911 -0.0283
H -2.3227 -1.0596 -4.5773 0.1872 -0.0814 -0.0652
H -4.6700 -0.0165 -3.8335 -0.1721 0.1094 0.0684
H -5.1564 0.2154 -0.6182 0.0032 -0.0303 0.0132
H -6.0524 0.3239 -2.1479 0.0065 -0.0562 -0.0405
H -6.4028 1.4409 -0.8494 -0.0158 -0.0132 -0.0005
H -3.7194 2.2325 0.1333 -0.0311 0.0483 -0.0146
H -5.0138 3.3179 -0.3406 -0.0198 0.0285 -0.0371
H -3.4158 3.5695 -1.0206 -0.0763 -0.0741 0.0601
H -5.4984 2.1537 -3.8100 -0.0018 -0.0357 -0.0520
H -4.3622 3.4429 -3.3695 0.0229 0.0079 -0.0207
H -5.9510 3.3509 -2.6106 -0.0096 0.0149 -0.0239
H 0.6435 2.0294 -4.8290 -0.0223 0.0255 -0.0418
H 2.3921 3.8445 -3.7783 -0.0083 0.0065 -0.0041
H 1.7410 4.3305 -0.2213 -0.0134 0.0043 0.0076
H 2.2797 5.1794 -1.6829 -0.0225 0.0078 -0.0178
H 3.2830 5.1913 -0.2388 0.0194 0.0145 0.0085
H 3.1180 2.4079 0.6915 0.0299 -0.0142 -0.0102
H 4.6720 3.1467 0.3604 0.0137 0.0395 -0.0285
H 4.3077 1.5902 -0.3593 -0.0284 0.0022 0.0241
H 4.2437 4.3087 -3.0238 0.0224 -0.0065 -0.0025
H 4.9660 2.7383 -2.6125 0.0023 -0.0061 -0.0155
H 5.2778 4.1626 -1.6245 0.0064 0.0131 0.0202
C 1.1396 0.5050 5.8982 0.0685 0.0769 0.1711
N 0.5684 -0.0799 4.6817 0.0032 0.1292 -0.2674
C -0.0776 -1.3894 4.7498 -0.0911 -0.1981 -0.0068
C 0.6225 0.5422 3.5258 0.1687 0.1639 0.2777
C 1.2855 1.8846 3.4301 -0.0442 -0.0575 -0.1107
O 0.0922 -0.0035 2.5045 -0.1371 -0.2931 -0.5197
H 0.7948 -0.0667 6.7540 -0.0073 0.0184 -0.0372
H 0.8129 1.5343 6.0272 -0.0139 0.0051 -0.0087
H 2.2286 0.4702 5.8757 0.0044 -0.0248 -0.0092
H 0.0074 -1.7737 5.7606 0.0129 0.0213 -0.0132
H 0.4053 -2.0824 4.0627 0.0094 0.0012 -0.0009
H -1.1306 -1.3094 4.4841 -0.0015 0.0159 0.0110
H 2.2515 1.8929 3.9310 0.0356 0.0125 -0.0171
H 0.6631 2.6457 3.9038 -0.0105 0.0196 0.0028
H 1.4280 2.1445 2.3772 0.0064 -0.0001 0.1329

=====

Entry 2:
72
Properties=species:S:1:pos:R:3:forces:R:3 method="wB97M-V/def2-TZVPD" de_lowest_kcal_mol=1.0 charge=0 orbital_gap_ev=9.389
C -5.7221 -3.6475 -0.1656 0.1709 0.0201 0.2061
C -4.8525 -2.7684 0.7250 -0.2012 0.1186 -0.2733
C -4.9228 -1.2977 0.3207 0.3009 -0.1392 0.3722
C -4.0434 -0.4238 1.2116 -0.2581 0.1534 -0.1238
C -4.1133 1.0647 0.8702 0.2556 -0.2490 -0.0902
C -3.5605 1.3705 -0.5212 -0.1870 0.2745 0.1043
C -3.2481 2.8520 -0.7448 0.0406 -0.0670 0.0866
C -2.0873 3.3986 0.0908 -0.0167 -0.1822 -0.2835
C -0.7855 2.6329 -0.1305 -0.1000 0.4105 0.3482
C 0.4097 3.2732 0.5719 0.0244 -0.4072 -0.2543
C 1.6438 2.3825 0.4435 0.0271 0.4844 0.1935
C 2.8780 2.9822 1.1105 -0.0085 -0.3568 -0.0015
C 4.0806 2.0363 1.1924 0.0880 0.3186 -0.0801
C 4.8556 1.8366 -0.1144 -0.1033 -0.1166 0.1033
H 5.8860 1.5722 0.1379 0.0392 0.0493 -0.0692
H 4.8841 2.7813 -0.6617 0.0832 0.0630 -0.0169
C 4.3131 0.7439 -1.0489 0.1319 0.1766 0.0519
C 4.3271 -0.6109 -0.4046 0.0611 -0.1097 -0.0948
C 5.4930 -1.3605 -0.3334 -0.0152 0.0845 -0.0374
C 5.4839 -2.6136 0.2554 -0.0166 -0.0258 0.0340
C 4.3186 -3.1302 0.7867 -0.2594 -0.0468 0.0605
C 3.1471 -2.3805 0.7313 0.2730 -0.0319 0.0109
C 3.1563 -1.1282 0.1355 -0.2199 -0.1278 0.1410
H 2.2536 -0.5448 0.0518 -0.0969 0.0939 -0.0384
O 2.0211 -2.9719 1.2635 0.1649 -0.1168 -0.1676
C 0.9256 -2.1453 1.5705 -0.2020 0.2475 0.2644
C 0.0950 -1.6915 0.3711 0.3412 -0.5237 0.0532
O -0.6857 -0.7614 0.4527 -0.1726 0.3457 0.1722
N 0.2583 -2.4330 -0.7379 0.1187 -0.2669 -0.1214
H 0.9983 -3.1188 -0.7492 -0.0334 0.0631 0.1259
C -0.3643 -2.0595 -1.9856 0.1028 0.3964 -0.1708
H -1.3147 -1.5786 -1.7325 0.0417 -0.1266 -0.1290
H -0.5580 -2.9544 -2.5791 -0.0542 0.0468 0.0098
C 0.5062 -1.0760 -2.7817 -0.2908 -0.3877 -0.1991
O 0.8701 0.0485 -2.0286 -0.0046 0.4018 0.3089
H 0.1018 0.3603 -1.5294 0.0589 0.0054 0.0057
H 1.4461 -1.5510 -3.0788 -0.0985 -0.0272 -0.0408
H -0.0408 -0.7800 -3.6897 0.0905 -0.1206 0.0419
H 1.2346 -1.2556 2.1335 -0.0465 -0.0702 -0.1403
H 0.2753 -2.7465 2.2152 0.0439 0.1402 -0.0944
H 4.2921 -4.1057 1.2460 0.0009 -0.1129 0.0686
H 6.3928 -3.1951 0.3017 0.0710 -0.0560 0.0061
H 6.4086 -0.9671 -0.7499 0.1030 0.0553 -0.0671
H 3.2984 0.9788 -1.3646 -0.0028 -0.0212 -0.0975
H 4.9479 0.7224 -1.9386 -0.0821 -0.0159 -0.0472
H 4.7753 2.4561 1.9250 -0.0074 -0.0896 0.0361
H 3.7577 1.0662 1.5751 0.0179 -0.0314 0.1365
H 3.1711 3.8937 0.5839 0.0106 0.1063 0.0290
H 2.6068 3.2705 2.1304 -0.0214 0.0808 -0.0007
H 1.8359 2.2081 -0.6150 -0.0201 -0.1188 -0.0790
H 1.4194 1.4203 0.9086 -0.0102 -0.1574 -0.0378
H 0.6148 4.2556 0.1391 -0.0038 0.0918 0.0360
H 0.1743 3.4201 1.6289 -0.0008 0.0652 0.0659
H -0.8972 1.6169 0.2500 0.0273 -0.1062 -0.0781
H -0.5795 2.5833 -1.2035 0.0134 -0.0973 -0.1220
H -2.3447 3.3714 1.1509 0.0219 0.0720 0.0811
H -1.9373 4.4480 -0.1782 0.0032 0.0460 0.0806
H -4.1441 3.4401 -0.5292 -0.0605 0.0391 -0.0894
H -3.0083 2.9967 -1.8021 -0.0387 0.0804 -0.0355
H -2.6562 0.7810 -0.6706 0.0766 -0.1421 -0.0955
H -4.2879 1.0600 -1.2749 0.0553 -0.0865 -0.0426
H -5.1457 1.4162 0.9427 -0.0387 0.0900 0.0549
H -3.5258 1.6034 1.6143 -0.0294 0.1074 0.0778
H -3.0044 -0.7490 1.1277 0.0223 -0.0331 0.0585
H -4.3512 -0.5623 2.2515 0.0257 -0.0618 0.0583
H -5.9587 -0.9548 0.3841 -0.0876 0.0372 -0.0817
H -4.6045 -1.2023 -0.7189 -0.0513 0.0244 -0.1146
H -5.1754 -2.8735 1.7634 0.0744 -0.0017 0.0656
H -3.8143 -3.1050 0.6676 0.0559 -0.0064 0.0823
H -6.7632 -3.3374 -0.1057 -0.1313 -0.0032 -0.0376
H -5.4040 -3.5733 -1.2036 -0.0079 -0.0217 -0.1325
H -5.6570 -4.6895 0.1398 -0.0581 -0.1274 -0.0465

=====

Entry 3:
99
Properties=species:S:1:pos:R:3:forces:R:3 method="wB97M-V/def2-TZVPD" de_lowest_kcal_mol=0.0 charge=0 orbital_gap_ev="4.708 / 4.675"
K 0.0467 -0.5919 0.4304 -0.2214 0.1532 -0.1519
C 2.3831 -6.1705 -1.2426 -0.4532 -0.2016 1.4687
C 2.7649 -5.3150 -2.3882 0.0639 0.2711 -0.9812
C 2.1831 -5.5571 -3.6463 0.3126 0.1115 1.2226
C 2.5398 -4.7601 -4.7075 0.0169 0.6850 -0.8974
C 3.4040 -3.6739 -4.5412 0.2419 -0.9343 1.1048
C 4.0566 -3.4731 -3.3070 -0.4591 0.2604 -1.0786
C 3.7064 -4.2945 -2.2542 -0.2889 -0.1097 0.4581
H 2.0663 -7.1562 -1.6201 0.0218 0.3117 0.3643
H 1.5237 -5.7035 -0.6572 1.0702 -0.7059 -0.6709
H 3.2479 -6.3215 -0.5424 -0.8393 0.1304 -0.5347
H 1.4240 -6.3307 -3.6674 0.1396 -0.0764 -0.4926
H 2.1832 -4.9202 -5.7336 -0.2302 -0.0738 0.6061
H 3.5247 -3.0572 -5.3947 0.5800 0.6203 -0.5122
H 4.8207 -2.6968 -3.1820 -0.4682 -0.2141 -0.0558
H 4.0942 -4.1032 -1.2604 0.2908 -0.1014 -0.0312
S -0.3884 -0.5265 4.0449 0.4299 0.4263 0.3196
C -0.0401 0.8367 5.0126 0.8594 0.5415 0.5924
S 1.4935 1.5398 5.0767 -1.8063 -0.8908 -0.3551
C -1.1371 1.3131 5.9075 1.2278 -1.1485 -1.4827
C -1.4994 2.6202 5.9604 -0.1511 4.2885 -0.0738
N -1.7844 3.7561 5.9305 0.3170 -1.7994 0.2162
C -2.0883 0.4658 6.4015 -2.7797 -3.3427 1.6824
N -2.9041 -0.2730 6.8301 1.8073 1.6977 -0.9090
C -1.6030 6.2920 -1.7419 0.0215 -0.5198 0.3922
C -1.8013 4.7530 -1.7314 0.0679 0.5171 -0.6074
C -1.8566 4.2540 -3.1760 0.0557 -0.5371 -0.0535
O -0.6891 4.0590 -1.0973 0.1157 0.2996 0.8820
P -0.7465 3.5130 0.4195 1.0435 -0.8769 -1.5265
O -1.4094 2.1687 0.5298 1.2737 1.1927 0.3877
C 1.1079 3.7137 0.8965 -2.1401 -0.8580 0.0261
P 2.3686 2.8398 -0.0293 0.1113 1.0950 -0.3107
O 2.1475 1.3877 -0.1602 -0.4774 -0.3789 -0.1432
O 2.5341 3.6785 -1.3728 -0.4001 -1.2709 -0.6521
C 1.9736 3.1559 -2.6842 0.7078 0.6702 0.7907
C 2.8667 2.0749 -3.2336 0.7787 -0.3559 0.2975
C 2.1003 4.3764 -3.5616 -0.2374 -0.6654 -1.1938
O 3.6629 3.2700 0.7573 0.6809 0.3053 0.1437
C 4.9477 2.5654 0.5298 -0.4108 -0.4742 -0.1059
C 4.8647 1.4194 1.4945 -1.2332 -1.7397 0.1216
C 6.1195 3.4794 0.7945 0.3027 0.3740 1.2453
O -1.4142 4.6918 1.1877 -1.2512 -0.4360 1.3618
C -2.1376 4.4812 2.5459 0.6753 0.8113 -0.8485
C -3.6431 4.5788 2.3609 0.4807 -0.9179 -0.6743
C -1.6113 5.6611 3.3187 0.0969 -0.2728 0.8536
H -2.4027 6.7875 -2.3143 0.1669 -0.3301 0.2122
H -0.6586 6.5307 -2.2262 0.1192 -0.0138 -0.0659
H -1.5789 6.7126 -0.7311 -0.0788 -0.1453 -0.1377
H -2.7196 4.5226 -1.1846 0.0739 -0.1735 -0.1124
H -1.1394 4.7992 -3.8173 -0.4511 -0.1414 0.2746
H -2.8775 4.3527 -3.5402 0.0391 0.3489 -0.2617
H -1.6331 3.1790 -3.2827 0.0073 0.3714 0.3720
H 1.2744 4.7786 0.9399 0.1560 0.3487 -0.2538
H 1.1210 3.3597 1.9235 0.1910 -0.1965 0.2985
H 0.9598 2.8293 -2.4569 -0.0029 0.0578 -0.2718
H 3.7929 2.5321 -3.5976 0.1027 0.0078 0.3729
H 2.4677 1.6361 -4.1438 -0.4821 -0.2924 0.1498
H 3.1201 1.3114 -2.4763 -0.3061 0.1981 -0.5369
H 3.1789 4.6122 -3.5571 -0.6039 0.3101 -0.1556
H 1.4928 5.1862 -3.2001 -0.0763 0.4739 0.1889
H 1.7718 4.1360 -4.6138 0.4012 0.2187 0.9930
H 4.9312 2.2208 -0.5171 0.1786 0.1376 0.2779
H 4.7322 1.8146 2.4858 -0.1274 0.3455 0.5119
H 5.6973 0.7259 1.5833 0.3808 0.1977 -0.5252
H 3.9445 0.7900 1.2759 1.1518 0.7624 0.1826
H 6.2408 3.7410 1.8837 -0.3703 -0.3744 -0.9603
H 6.0328 4.4018 0.2655 -0.2754 0.7308 -0.4453
H 7.0802 3.0684 0.4800 -0.2326 -0.4434 -0.0442
H -1.8583 3.4868 2.9756 0.0377 0.8260 -0.5888
H -3.9822 5.6105 2.3073 0.0074 -0.0253 -0.1217
H -4.1127 4.0748 3.2042 -0.1357 0.0959 0.0529
H -3.9036 4.0170 1.4484 -0.1764 0.2827 0.3615
H -2.0095 6.6105 2.9628 -0.0254 -0.1342 -0.2302
H -0.5258 5.7151 3.3316 0.1031 -0.0946 -0.1054
H -1.9255 5.5268 4.3471 -0.0919 0.2048 0.2599
Br 0.0546 -4.2139 1.1801 -0.6834 0.3275 -0.1487
B -1.8221 -4.8477 0.7932 0.1443 0.8447 -0.3687
B -2.0652 -6.5142 1.1267 -1.0657 -0.0134 0.2606
C -3.3120 -7.0077 0.0731 -0.1465 -0.2924 -0.9267
B -2.1084 -5.9718 -0.5721 1.9192 -0.7971 -0.2482
B -3.7284 -5.8233 -1.1300 -0.5248 -0.2100 -0.0071
B -4.8618 -6.2629 0.2277 1.1857 0.8445 -0.1558
B -3.8067 -6.7144 1.6184 -0.8390 -0.4443 0.6079
B -2.8961 -5.2790 2.1020 -0.6898 0.1710 0.9734
Br -2.5874 -5.0335 4.0609 0.2392 0.0490 -0.7109
B -4.6515 -5.1070 1.5280 0.8306 0.1894 -0.0098
Br -6.0418 -4.6924 2.8443 0.1206 0.0339 -0.4044
B -4.5399 -4.5130 -0.2323 -0.0044 -0.6409 0.8678
Br -6.0611 -3.5635 -0.9964 0.2499 0.2131 0.0063
B -2.7960 -4.3586 -0.6677 -0.5997 -0.3444 0.9535
Br -2.1444 -3.0962 -1.9848 0.1366 0.2965 -0.0719
B -3.3945 -3.8924 1.0676 0.5305 -0.2325 -0.8545
Br -3.3288 -1.9668 1.6384 0.0603 -0.7943 -0.2096
H -1.1975 -7.1636 1.5586 0.0590 -0.4668 0.0047
H -3.3438 -8.0455 -0.2748 0.2152 0.5229 0.1135
H -1.1739 -6.3964 -1.2992 -1.2363 0.5136 0.8438
H -3.9448 -6.2358 -2.2321 -0.0692 0.3692 0.3120
H -5.8816 -6.7699 -0.0003 -0.2416 -0.4641 -0.1139
H -4.2803 -7.6208 2.3183 0.7854 0.9106 -0.5995